{"formula": "C42H112O14", "method": "the ωB97M-V functional and the def2-TZVPD basis", "lumo_ha": 0.00865, "e_homo_ev": -8.31, "e_tot_ha": -2718.09529, "symbols": ["C", "C", "C", "O", "H", "H", "H", "H", "H", "H", "H", "H", "C", "C", "C", "O", "H", "H", "H", "H", "H", "H", "H", "H", "C", "C", "C", "O", "H", "H", "H", "H", "H", "H", "H", "H", "C", "C", "C", "O", "H", "H", "H", "H", "H", "H", "H", "H", "C", "C", "C", "O", "H", "H", "H", "H", "H", "H", "H", "H", "C", "C", "C", "O", "H", "H", "H", "H", "H", "H", "H", "H", "C", "C", "C", "O", "H", "H", "H", "H", "H", "H", "H", "H", "C", "C", "C", "O", "H", "H", "H", "H", "H", "H", "H", "H", "C", "C", "C", "O", "H", "H", "H", "H", "H", "H", "H", "H", "C", "C", "C", "O", "H", "H", "H", "H", "H", "H", "H", "H", "C", "C", "C", "O", "H", "H", "H", "H", "H", "H", "H", "H", "C", "C", "C", "O", "H", "H", "H", "H", "H", "H", "H", "H", "C", "C", "C", "O", "H", "H", "H", "H", "H", "H", "H", "H", "C", "C", "C", "O", "H", "H", "H", "H", "H", "H", "H", "H"], "coordinates": [[0.701, -2.669, -3.479], [0.568, -2.449, -1.960], [1.019, -3.634, -1.109], [1.382, -1.356, -1.554], [1.641, -3.146, -3.758], [0.667, -1.750, -4.064], [0.001, -3.402, -3.879], [-0.429, -2.153, -1.634], [0.299, -4.451, -1.153], [1.206, -3.404, -0.060], [1.912, -4.082, -1.545], [2.106, -1.332, -2.184], [-3.213, -1.037, -0.006], [-4.542, -0.433, -0.593], [-5.287, 0.402, 0.484], [-4.187, 0.435, -1.585], [-2.718, -1.494, -0.863], [-3.444, -1.833, 0.701], [-2.528, -0.318, 0.444], [-5.151, -1.197, -1.075], [-4.556, 0.958, 1.071], [-5.782, -0.254, 1.200], [-5.967, 1.137, 0.054], [-3.805, -0.117, -2.272], [-0.998, -0.154, 1.120], [-0.193, -0.409, -0.197], [0.924, 0.623, -0.419], [0.429, -1.643, -0.020], [-0.389, 0.365, 1.860], [-1.464, -1.005, 1.616], [-1.799, 0.539, 0.860], [-0.806, -0.474, -1.096], [1.600, 0.866, 0.400], [0.452, 1.571, -0.675], [1.576, 0.349, -1.249], [0.877, -1.888, -0.833], [3.133, 1.748, -0.043], [4.321, 1.879, 0.912], [4.197, 3.153, 1.811], [4.479, 0.713, 1.656], [2.731, 2.718, -0.339], [2.368, 1.146, 0.446], [3.372, 1.357, -1.032], [5.278, 2.018, 0.409], [3.283, 3.168, 2.405], [4.255, 4.043, 1.185], [5.044, 3.266, 2.487], [3.645, 0.594, 2.115], [0.568, 2.005, -2.330], [1.078, 3.094, -3.230], [2.563, 3.092, -3.277], [0.632, 2.873, -4.575], [1.136, 1.784, -1.426], [0.552, 1.047, -2.850], [-0.482, 2.163, -2.085], [0.803, 4.091, -2.885], [2.843, 3.696, -4.139], [2.912, 2.070, -3.424], [3.075, 3.370, -2.356], [0.986, 3.602, -5.088], [-2.769, -0.456, 2.183], [-3.455, -0.848, 3.469], [-3.851, 0.277, 4.417], [-4.624, -1.473, 3.106], [-3.429, 0.113, 1.527], [-2.387, -1.353, 1.696], [-1.891, 0.177, 2.309], [-2.857, -1.535, 4.068], [-4.015, -0.081, 5.434], [-4.735, 0.856, 4.152], [-3.030, 0.993, 4.458], [-5.299, -1.393, 3.784], [2.552, 0.376, -2.818], [3.164, -0.927, -3.395], [4.678, -1.154, -3.303], [2.666, -2.071, -2.752], [2.975, 1.316, -3.172], [2.561, 0.295, -1.731], [1.495, 0.411, -3.082], [2.825, -1.033, -4.426], [4.955, -1.069, -2.252], [5.233, -0.368, -3.814], [4.935, -2.139, -3.692], [2.964, -2.894, -3.148], [-2.939, 2.079, -2.168], [-2.280, 1.740, -0.829], [-1.189, 2.697, -0.356], [-3.326, 1.732, 0.119], [-3.559, 2.971, -2.081], [-3.615, 1.314, -2.548], [-2.200, 2.316, -2.934], [-1.941, 0.708, -0.733], [-1.386, 3.760, -0.493], [-0.249, 2.454, -0.852], [-0.932, 2.563, 0.695], [-3.982, 1.118, -0.219], [-2.159, -3.273, -0.557], [-1.434, -4.063, 0.531], [-0.665, -3.268, 1.596], [-2.488, -4.725, 1.232], [-1.469, -2.673, -1.152], [-2.841, -2.507, -0.190], [-2.732, -3.943, -1.198], [-0.767, -4.800, 0.085], [0.029, -2.593, 1.096], [-0.135, -3.783, 2.397], [-1.388, -2.577, 2.029], [-2.842, -4.037, 1.800], [2.615, -1.513, 3.382], [1.350, -1.542, 2.522], [0.044, -1.419, 3.267], [1.491, -0.469, 1.612], [2.545, -0.707, 4.112], [3.522, -1.416, 2.786], [2.860, -2.417, 3.940], [1.375, -2.433, 1.895], [-0.753, -1.601, 2.546], [-0.194, -0.501, 3.805], [-0.128, -2.199, 4.009], [0.992, -0.661, 0.815], [-1.153, -0.257, -2.569], [-1.695, 0.276, -3.905], [-1.097, -0.264, -5.196], [-3.085, -0.048, -3.968], [-0.101, -0.067, -2.358], [-1.239, -1.340, -2.480], [-1.690, 0.275, -1.784], [-1.665, 1.366, -3.871], [-0.124, 0.155, -5.451], [-1.655, -0.119, -6.122], [-0.958, -1.334, -5.047], [-3.468, 0.445, -4.698], [1.039, 2.419, 1.784], [1.837, 1.938, 3.000], [0.911, 1.469, 4.121], [2.786, 1.011, 2.570], [1.705, 2.847, 1.035], [0.416, 3.273, 2.049], [0.377, 1.716, 1.279], [2.441, 2.764, 3.377], [0.501, 0.480, 3.918], [0.095, 2.163, 4.324], [1.452, 1.341, 5.059], [2.397, 0.231, 2.165], [4.771, -1.567, -0.630], [4.088, -2.201, 0.558], [2.590, -2.021, 0.592], [4.414, -3.589, 0.443], [4.326, -1.788, -1.600], [5.818, -1.869, -0.599], [4.679, -0.481, -0.586], [4.692, -1.803, 1.374], [2.178, -1.027, 0.415], [2.168, -2.285, 1.562], [2.127, -2.668, -0.153], [3.869, -4.054, 1.081], [-1.699, 2.126, 2.463], [-3.135, 2.561, 2.266], [-3.818, 3.274, 3.426], [-3.147, 3.419, 1.186], [-0.979, 2.942, 2.406], [-1.471, 1.416, 1.668], [-1.489, 1.552, 3.366], [-3.730, 1.696, 1.972], [-4.844, 3.597, 3.252], [-3.404, 4.255, 3.660], [-3.791, 2.702, 4.354], [-3.008, 2.867, 0.413]], "atomic_forces_ev_per_a": [[-1.09, -1.64, -0.60], [-0.15, -3.00, -4.96], [-0.83, -3.28, -1.87], [-0.39, 4.59, -7.81], [-1.30, -0.48, -0.40], [-0.19, -0.09, 0.26], [-0.92, 0.35, 0.23], [1.45, -0.89, -1.28], [-0.08, 0.24, -0.43], [-1.24, -1.62, -1.07], [0.32, 0.09, 0.19], [-2.02, 0.71, 2.51], [-3.10, 1.46, -3.74], [-0.59, -1.89, 2.48], [-1.35, -1.33, 0.63], [-3.07, -3.48, 0.03], [-0.76, 2.05, -0.38], [-0.93, 0.97, -0.28], [-1.79, -1.46, -2.72], [-0.34, -0.43, 0.74], [-1.92, -0.53, 0.31], [-0.22, -0.02, -0.26], [-0.18, -0.23, -0.13], [0.23, -0.29, -0.84], [5.69, 0.39, -5.63], [-0.20, 0.42, 1.48], [-3.21, -1.06, 1.11], [-8.05, 0.77, 9.43], [0.07, -0.76, -0.45], [4.70, 1.05, -3.46], [1.59, -0.29, -0.60], [0.75, -0.39, 3.10], [-6.40, -2.53, -1.25], [-0.11, -3.12, 3.82], [-2.27, 0.47, 2.39], [0.27, 0.33, 5.82], [3.15, 1.43, -0.28], [0.85, 0.90, 0.50], [0.31, 0.02, -0.45], [7.12, -1.48, -4.20], [-0.21, 0.19, 0.35], [6.38, 2.66, -0.17], [0.70, -0.29, 0.91], [-0.03, 0.01, -0.51], [1.16, 0.65, -0.90], [-0.26, 0.13, -0.22], [0.09, -0.43, 0.10], [4.02, -0.50, -0.70], [-0.82, 2.31, -4.92], [0.16, -0.20, -0.06], [1.18, 1.21, -0.53], [-0.59, -0.02, 0.19], [1.18, 2.65, -3.60], [-0.63, 2.45, 0.09], [1.04, -0.11, -1.58], [-0.59, 0.10, 0.12], [0.57, 0.28, 0.25], [-0.41, 6.82, -2.59], [-0.17, 0.56, -0.05], [-0.08, 0.04, -0.30], [-3.90, 0.49, 7.26], [-0.38, 1.47, 1.15], [1.04, 0.63, 0.36], [-1.97, -1.86, -1.15], [0.22, -0.94, 1.76], [-3.55, -0.46, 2.09], [-2.79, -0.75, 3.33], [0.55, -0.21, -0.11], [0.02, -0.26, 0.05], [-0.02, -0.29, -0.50], [-0.08, -0.13, 0.34], [0.11, -0.08, 0.12], [1.41, -4.22, -1.00], [2.74, 0.60, -2.55], [0.44, 2.44, -1.46], [8.33, -4.20, -4.33], [0.91, -6.65, 1.80], [1.85, 0.25, -1.68], [2.10, -0.99, -0.76], [0.11, 0.39, -0.43], [0.87, 0.81, -2.53], [0.04, -0.10, -0.54], [0.11, 0.05, -0.04], [0.88, 0.19, -0.08], [1.41, 2.44, -1.56], [-0.56, 0.90, -0.53], [0.85, 0.63, 0.86], [1.17, -4.04, -3.70], [0.11, 0.24, 0.48], [1.93, 3.02, -1.13], [-0.15, 0.82, 0.60], [-0.01, 1.52, 0.11], [-0.29, -0.08, -0.23], [-2.35, 2.24, 1.45], [-0.79, 0.46, -1.09], [0.91, 1.58, -0.49], [1.15, -1.51, 0.01], [-0.26, -0.35, 0.93], [-1.01, -0.95, -1.57], [-0.15, -0.88, 0.04], [-0.88, -0.92, 0.28], [1.31, -4.33, 0.01], [0.22, -0.27, -0.13], [-0.59, -0.39, 0.42], [-1.03, -1.00, 0.43], [-0.63, -0.72, -0.11], [-0.50, -1.79, -0.21], [-0.32, -0.17, 0.27], [0.32, -0.50, 1.02], [-1.77, 1.59, 4.17], [-1.15, -0.67, 1.32], [-2.86, 0.48, 6.17], [0.23, -0.14, -0.11], [-0.25, 0.54, 0.03], [-0.79, -0.40, 0.09], [-4.33, -0.05, 3.36], [1.70, 0.87, 2.12], [-0.20, -1.16, -0.41], [0.54, -0.29, 0.12], [-0.23, -0.88, 0.81], [-1.13, 0.02, -3.74], [0.30, 0.14, -1.22], [1.10, -0.54, 0.17], [-0.51, -0.99, 0.26], [-1.01, -0.56, -1.10], [-1.06, 0.69, -0.85], [0.02, -0.96, -2.50], [0.79, -0.60, -0.59], [0.27, 0.15, 0.40], [-0.59, 0.19, 0.34], [-0.18, -0.06, -0.40], [-0.11, -0.01, -0.07], [0.24, 1.90, 0.46], [-1.67, 0.25, 0.08], [0.59, -0.19, 0.57], [-6.96, 4.67, 7.36], [-0.29, -0.15, 0.48], [0.59, 0.02, 0.21], [0.87, 0.45, 1.03], [-0.82, -0.15, 0.52], [0.68, 1.71, 0.07], [0.26, 0.09, -0.13], [0.29, 0.12, 0.08], [-1.79, -0.17, -0.32], [-0.87, -0.35, 1.07], [0.80, 0.39, -0.88], [4.97, -1.54, -3.37], [-0.06, -0.71, 0.02], [-0.45, -1.82, 2.86], [0.13, 0.15, -0.35], [0.28, 0.15, 0.48], [-0.58, 0.11, 0.61], [3.87, -2.23, -1.64], [5.53, -0.97, -4.01], [3.24, 1.27, 1.21], [0.03, -0.19, 0.10], [-0.62, 0.37, 1.41], [-0.48, 1.32, 1.18], [0.08, 0.69, 0.78], [0.08, 5.52, 2.81], [-1.33, -0.04, 0.52], [-0.26, 2.80, 1.44], [-0.30, 0.43, 0.27], [0.10, 0.52, 1.38], [-0.30, -0.69, -0.49], [0.81, -0.06, -0.16], [-0.06, 0.24, -0.15], [-0.76, 2.21, 1.03]]}



{"formula": "C5H5OS2", "method": "the ωB97M-V functional and the def2-TZVPD basis", "lumo_ha": 0.12835, "e_homo_ev": -2.87, "total_charge": -1, "e_tot_ha": -1065.02795, "symbols": ["C", "C", "C", "C", "C", "O", "S", "S", "H", "H", "H", "H", "H"], "coordinates": [[0.434, 1.835, 0.022], [-2.104, 0.858, 0.024], [0.576, 0.580, -0.258], [-1.534, -0.311, -0.106], [1.546, -1.509, 0.072], [1.667, -0.197, -0.363], [-1.705, -1.883, -0.479], [-1.281, 2.364, 0.420], [1.107, 2.770, -0.059], [-3.145, 1.038, 0.013], [2.051, -2.113, -0.547], [0.433, -1.861, 0.118], [1.953, -1.569, 1.143]], "atomic_forces_ev_per_a": [[-0.34, 3.45, -0.06], [0.52, 1.23, 0.74], [-2.47, -3.07, 1.29], [3.09, 1.03, -0.85], [-3.63, 0.70, 4.28], [0.69, 1.59, -1.20], [-0.86, -1.09, -0.20], [0.99, -0.17, -0.68], [-0.75, -1.79, 0.33], [-1.14, -0.24, 0.01], [2.08, -2.27, -2.25], [2.17, 0.72, -0.11], [-0.34, -0.11, -1.31]]}



Repeat the second record exactly.
{"formula": "C5H5OS2", "method": "the ωB97M-V functional and the def2-TZVPD basis", "lumo_ha": 0.12835, "e_homo_ev": -2.87, "total_charge": -1, "e_tot_ha": -1065.02795, "symbols": ["C", "C", "C", "C", "C", "O", "S", "S", "H", "H", "H", "H", "H"], "coordinates": [[0.434, 1.835, 0.022], [-2.104, 0.858, 0.024], [0.576, 0.580, -0.258], [-1.534, -0.311, -0.106], [1.546, -1.509, 0.072], [1.667, -0.197, -0.363], [-1.705, -1.883, -0.479], [-1.281, 2.364, 0.420], [1.107, 2.770, -0.059], [-3.145, 1.038, 0.013], [2.051, -2.113, -0.547], [0.433, -1.861, 0.118], [1.953, -1.569, 1.143]], "atomic_forces_ev_per_a": [[-0.34, 3.45, -0.06], [0.52, 1.23, 0.74], [-2.47, -3.07, 1.29], [3.09, 1.03, -0.85], [-3.63, 0.70, 4.28], [0.69, 1.59, -1.20], [-0.86, -1.09, -0.20], [0.99, -0.17, -0.68], [-0.75, -1.79, 0.33], [-1.14, -0.24, 0.01], [2.08, -2.27, -2.25], [2.17, 0.72, -0.11], [-0.34, -0.11, -1.31]]}